(1)
Below is a structure of composition C41H31BrCsF12N3O5S in a non-equilibrium geometry, with properties calculated with the ωB97M-V functional and the def2-TZVPD basis.

Calculated values
F_max ... 4.1 eV/A
Calculated total energy ... -6312.29369 hartree

Geometry as ORCA input:
```
! wB97M-V def2-TZVPD RIJCOSX def2/J DEFGRID3
* xyz -2 1
Cs 0.367 1.561 0.203
C 1.485 -4.675 4.217
C 0.925 -3.355 3.747
C -0.439 -3.089 3.736
C -0.916 -1.888 3.265
C -0.092 -0.841 2.768
N -0.667 0.282 2.231
C -1.766 0.836 2.832
C -1.887 0.755 4.254
C -2.915 1.314 4.971
C -3.917 2.042 4.330
C -5.038 2.702 5.094
C -3.810 2.159 2.957
C -2.788 1.595 2.179
C -2.941 1.799 0.632
O -1.924 1.490 -0.166
C -4.190 0.947 0.185
F -4.436 1.112 -1.129
F -5.371 1.181 0.795
F -3.933 -0.350 0.377
C -3.276 3.333 0.338
F -3.012 3.657 -0.937
F -4.554 3.737 0.529
F -2.511 4.147 1.083
C 1.320 -1.104 2.819
C 1.759 -2.342 3.299
C 2.385 -0.017 2.454
O 2.162 0.693 1.338
C 2.480 0.939 3.691
F 2.685 0.313 4.866
F 1.357 1.644 3.828
F 3.474 1.840 3.576
C 3.837 -0.646 2.289
F 4.452 -1.114 3.401
F 3.820 -1.672 1.415
F 4.692 0.244 1.776
H 0.710 -5.279 4.694
H 2.291 -4.534 4.944
H 1.897 -5.262 3.391
H -1.142 -3.843 4.085
H -1.986 -1.715 3.248
H -1.099 0.234 4.783
H -2.931 1.205 6.053
H -5.301 2.124 5.984
H -5.935 2.787 4.476
H -4.777 3.711 5.429
H -4.581 2.731 2.461
H 2.818 -2.544 3.356
C -1.205 -2.949 0.198
O 0.104 -2.540 -0.206
C 0.748 -3.308 -1.101
C 0.307 -4.521 -1.594
C 1.086 -5.174 -2.547
Br 0.455 -6.833 -3.248
C 2.270 -4.663 -3.004
C 2.737 -3.448 -2.482
C 1.979 -2.776 -1.528
O 2.362 -1.564 -1.073
C 4.018 -2.934 -3.007
N 4.701 -3.523 -3.962
C 5.811 -2.722 -4.151
C 6.875 -2.859 -5.041
C 7.873 -1.901 -5.019
C 7.825 -0.817 -4.126
C 6.778 -0.665 -3.235
C 5.778 -1.632 -3.269
N 4.616 -1.791 -2.557
H -1.828 -3.120 -0.679
H -1.609 -2.120 0.771
H -1.136 -3.840 0.822
H -0.624 -4.946 -1.256
H 2.864 -5.169 -3.750
H 1.877 -1.261 -0.284
H 6.908 -3.698 -5.725
H 8.710 -1.986 -5.700
H 8.625 -0.088 -4.132
H 6.741 0.165 -2.541
H 4.255 -1.243 -1.790
C -1.717 1.112 -3.184
S -1.378 -0.359 -2.206
O -2.590 -1.226 -2.326
C -0.177 -1.092 -3.358
C 1.101 -0.559 -3.486
C 2.045 -1.209 -4.266
C 1.718 -2.400 -4.908
C 0.445 -2.933 -4.765
C -0.505 -2.281 -3.985
H -2.200 0.770 -4.099
H -0.782 1.630 -3.395
H -2.364 1.737 -2.574
H 1.375 0.339 -2.943
H 3.047 -0.806 -4.350
H 2.467 -2.923 -5.489
H 0.197 -3.875 -5.239
H -1.498 -2.687 -3.831
*
```

These are the Mulliken partial charges, in e, on atoms 1 to 5:
1. Cs 1.40
2. C -1.75
3. C 0.57
4. C -1.21
5. C 0.81

***

(2)
Below is a cluster of 11 separate species, C7H34O10 in total, with properties calculated with the ωB97M-V functional and the def2-TZVPD basis.

Calculated values
F_max ... 0.9 eV/A
Structure (SMILES) ... C=C(C)CCCC.O.O.O.O.O.O.O.O.O.O
Calculated total energy ... -1039.53284 hartree

Geometry as ORCA input:
```
! wB97M-V def2-TZVPD RIJCOSX def2/J DEFGRID3
* xyz 0 1
C -1.488 0.123 1.848
C -0.204 -0.250 1.863
C 0.288 -1.324 2.786
C 0.843 0.413 1.016
C 0.852 -0.191 -0.409
C 1.793 0.539 -1.369
C 1.305 1.944 -1.733
H -2.227 -0.310 2.504
H -1.882 0.911 1.236
H -0.476 -1.718 3.460
H 1.113 -0.972 3.415
H 0.708 -2.133 2.197
H 0.636 1.476 0.931
H 1.854 0.320 1.420
H -0.175 -0.140 -0.783
H 1.144 -1.245 -0.346
H 1.882 -0.036 -2.311
H 2.791 0.592 -0.942
H 1.884 2.354 -2.551
H 0.269 1.909 -2.080
H 1.371 2.641 -0.882
O 1.184 -2.341 -2.574
H 0.386 -1.765 -2.698
H 1.269 -2.805 -3.414
O 4.094 -0.456 1.088
H 3.540 -0.807 0.379
H 4.689 0.188 0.697
O -0.870 3.128 2.626
H -1.316 3.158 1.746
H -0.893 2.205 2.912
O -1.492 3.086 -0.009
H -0.595 3.381 -0.193
H -1.614 2.266 -0.541
O 1.423 3.778 1.308
H 2.178 3.490 1.859
H 0.625 3.641 1.868
O -3.311 -0.991 -0.355
H -2.890 -1.885 -0.270
H -3.474 -0.773 0.563
O -1.195 -1.057 -3.087
H -1.889 -1.595 -2.692
H -1.347 -0.167 -2.693
O 0.527 -3.763 -0.388
H 1.141 -3.423 0.261
H 0.766 -3.306 -1.232
O -2.153 1.022 -1.634
H -2.580 0.269 -1.130
H -2.908 1.440 -2.083
O -2.128 -3.454 -0.085
H -1.167 -3.527 -0.278
H -2.282 -3.840 0.779
*
```

These are the Mulliken partial charges, in e, on atoms 1 to 5:
1. C -2.02
2. C 1.09
3. C -1.46
4. C 0.54
5. C 0.50

***

(3)
Below is a cluster of 2 separate species, C23H38FNO8 in total in a non-equilibrium geometry, with properties calculated with the ωB97M-V functional and the def2-TZVPD basis.

Calculated values
F_max ... 7.7 eV/A
Calculated total energy ... -1655.10123 hartree

Geometry as ORCA input:
```
! wB97M-V def2-TZVPD RIJCOSX def2/J DEFGRID3
* xyz -2 1
C 1.418 2.196 3.218
C 0.930 1.083 2.343
C 0.560 1.335 0.752
C -1.088 1.151 0.545
C -1.670 2.618 1.035
O -1.602 3.073 2.316
O -2.314 3.578 0.079
C -1.017 0.832 -1.065
C -2.403 0.986 -1.931
C -3.731 0.311 -1.230
C -3.611 -1.298 -0.941
C -3.109 -1.701 0.566
C -3.829 -0.875 1.785
O -5.312 -0.864 1.705
C -5.725 -0.245 3.005
N 0.267 0.465 -1.488
C 0.622 0.157 -2.953
C 1.293 1.567 -3.537
C 0.317 2.300 -4.677
F 2.643 1.369 -4.134
C 1.331 0.382 -0.386
C 1.339 -1.224 -0.058
O 2.156 -1.622 1.099
C 1.459 -2.730 1.828
O 2.592 1.118 -0.553
C 3.609 0.343 -1.279
C 4.804 -0.258 -0.276
C 5.271 0.825 0.877
C 4.839 0.264 2.359
H 0.965 2.258 4.298
H 2.191 2.945 2.755
H 0.821 -0.023 2.779
H 0.650 2.513 0.578
H -1.304 0.291 1.310
H -2.571 2.156 -2.095
H -2.344 0.532 -3.025
H -4.023 0.964 -0.304
H -4.619 0.445 -2.016
H -2.797 -1.722 -1.693
H -4.633 -1.826 -1.256
H -1.916 -1.682 0.616
H -3.394 -2.848 0.724
H -3.498 0.268 1.695
H -3.437 -1.228 2.844
H -5.373 -0.918 3.926
H -6.884 -0.056 3.075
H -5.127 0.774 3.121
H 1.318 -0.775 -3.077
H -0.327 -0.035 -3.624
H 1.400 2.373 -2.663
H 0.949 2.751 -5.580
H -0.402 1.495 -5.178
H -0.290 3.206 -4.212
H 1.686 -1.765 -1.064
H 0.233 -1.634 0.129
H 0.956 -3.509 1.114
H 2.248 -3.227 2.547
H 0.634 -2.240 2.504
H 4.182 1.126 -1.975
H 3.191 -0.477 -2.003
H 4.564 -1.328 0.132
H 5.750 -0.389 -0.992
H 4.860 1.917 0.638
H 6.459 0.926 0.808
H 4.937 -0.907 2.446
H 5.512 0.720 3.228
H 3.726 0.584 2.555
C -1.090 -4.210 -0.468
O -1.241 -4.517 0.704
O 0.001 -4.061 -1.031
O -2.005 -4.003 -1.274
*
```

These are the Mulliken partial charges, in e, on atoms 1 to 5:
1. C -0.80
2. C -0.05
3. C -0.95
4. C 0.87
5. C 0.30

***

(4)
Below is an isolated molecule of C5H8, with properties calculated with the ωB97M-V functional and the def2-TZVPD basis.

Calculated values
F_max ... 0.7 eV/A
Structure (SMILES) ... CC#CCC
Calculated total energy ... -195.22663 hartree

Geometry as ORCA input:
```
! wB97M-V def2-TZVPD RIJCOSX def2/J DEFGRID3
* xyz 0 1
C 2.438 -0.066 -0.366
C 1.337 0.185 0.560
C 0.198 0.016 0.916
C -1.165 -0.456 0.677
C -1.900 0.537 -0.230
H 3.399 0.371 -0.102
H 2.527 -1.157 -0.431
H 2.113 0.307 -1.346
H -1.006 -1.388 0.117
H -1.714 -0.712 1.586
H -2.210 1.415 0.341
H -2.778 0.068 -0.682
H -1.240 0.881 -1.039
*
```

These are the Mulliken partial charges, in e, on atoms 1 to 5:
1. C -0.89
2. C 0.12
3. C -0.12
4. C -0.29
5. C -0.99

***

| no. | highest occupied orbital energy (eV) |
| --- | --- |
| 1 | -1.099 |
| 2 | -9.507 |
| 3 | 1.309 |
| 4 | -9.270 |